[1]
ORCA calculation (ωB97M-V/def2-TZVPD) on an isolated molecule of C5H7NO2 at a distorted geometry.

ORCA input file:
```
! wB97M-V def2-TZVPD RIJCOSX def2/J DEFGRID3
* xyz 0 3
C 0.013 1.177 0.749
C -0.109 1.061 1.924
C 0.244 1.330 -0.687
C 0.477 -0.067 -1.273
C -0.626 -0.968 -0.742
N -0.059 -1.954 0.157
O -0.355 -3.117 -0.039
O -0.218 0.982 3.255
H -0.623 1.671 -1.158
H 1.142 1.987 -0.918
H 0.638 -0.211 -2.329
H 1.390 -0.488 -0.920
H -1.349 -0.548 -0.005
H -1.143 -1.502 -1.572
H 0.576 0.648 3.559
*
```

Computed properties:
LUMO level (alpha / beta)   0.661 / -0.702 eV
Orbital gap (alpha / beta)   0.31363 / 0.32252 hartree
Energy relative to the best compared isomer or geometry (same formula, charge and spin)   56.4 kcal/mol
DFT total energy   -399.7290 Eh

---

[2]
ORCA calculation (ωB97M-V/def2-TZVPD) on a cluster of 2 separate species, C5H7NO2S2 in total at a distorted geometry.

ORCA input file:
```
! wB97M-V def2-TZVPD RIJCOSX def2/J DEFGRID3
* xyz 0 1
C 2.305 -0.351 -0.995
C 2.727 0.928 -1.094
C 1.328 -0.626 -0.027
C 0.871 0.611 0.827
C -2.849 -0.555 0.590
N 0.711 -1.700 0.147
O -0.342 1.176 0.599
O -3.348 2.054 0.148
S 2.271 1.873 0.202
S -2.689 0.948 -0.465
H 2.385 -0.914 -1.853
H 3.602 1.146 -1.706
H -2.751 -1.423 -0.031
H -2.217 -0.431 1.433
H -3.929 -0.686 0.822
H 0.937 -2.458 -0.423
H 0.989 0.408 1.826
*
```

Computed properties:
LUMO level (alpha / beta)   -2.749 / -2.738 eV
Orbital gap (alpha / beta)   0.18355 / 0.18399 hartree
Energy relative to the best compared isomer or geometry (same formula, charge and spin)   115.9 kcal/mol
DFT total energy   -1196.1347 Eh

---

[3]
ORCA calculation (ωB97M-V/def2-TZVPD) on a cluster of 2 separate species, C5H7NO3 in total at a distorted geometry.

ORCA input file:
```
! wB97M-V def2-TZVPD RIJCOSX def2/J DEFGRID3
* xyz 0 1
N -1.337 1.150 0.161
C -0.171 0.997 0.210
C 1.240 1.237 -0.023
C 2.031 2.370 0.600
C 1.798 2.348 -0.880
O 2.730 1.746 -1.719
C 3.077 0.509 -1.155
O 1.959 0.088 -0.375
H 1.457 3.110 1.156
H 3.008 2.123 1.018
H 1.183 3.098 -1.374
H 3.264 -0.224 -1.948
H 3.960 0.609 -0.502
O -1.151 -0.071 2.599
H -1.846 0.368 1.917
H -0.544 0.610 2.925
*
```

Computed properties:
LUMO level   0.601 eV
Orbital gap   0.38493 hartree
Energy relative to the best compared isomer or geometry (same formula, charge and spin)   94.2 kcal/mol
DFT total energy   -475.0989 Eh
SMILES   N#C[C@]12C[C@H]1OCO2.O

---

[4]
ORCA calculation (ωB97M-V/def2-TZVPD) on an isolated molecule of C5H7NO3 at a distorted geometry.

ORCA input file:
```
! wB97M-V def2-TZVPD RIJCOSX def2/J DEFGRID3
* xyz 0 1
C -1.951 0.701 -1.654
C -1.485 0.334 -0.432
C -2.381 -0.177 0.630
O -2.103 -0.995 1.477
C 0.138 0.122 0.087
C 1.623 0.011 -0.451
N 2.615 -0.278 0.285
O 3.810 -0.288 -0.092
O 2.279 -0.791 1.493
H -3.035 0.634 -1.754
H -1.169 0.978 -2.451
H -3.293 0.303 0.584
H 0.142 -0.824 0.700
H 0.062 0.866 0.977
H 1.721 0.331 -1.517
H 3.026 -0.927 2.119
*
```

Computed properties:
LUMO level   -0.102 eV
Orbital gap   0.32102 hartree
Energy relative to the best compared isomer or geometry (same formula, charge and spin)   177.6 kcal/mol
DFT total energy   -474.9660 Eh
SMILES   C=C(C=O)C/C=[N+](/[O-])O

---

[5]
ORCA calculation (ωB97M-V/def2-TZVPD) on an isolated molecule of C5H7NO3S at a distorted geometry.

ORCA input file:
```
! wB97M-V def2-TZVPD RIJCOSX def2/J DEFGRID3
* xyz 0 1
O -1.840 2.628 -1.294
C -0.938 2.145 -0.683
O -0.736 2.261 0.588
C 0.158 1.188 -1.264
N 0.760 0.532 -0.141
C 0.178 -0.840 0.135
C -1.310 -0.762 0.219
S -1.980 -1.032 -1.419
C -0.930 0.068 -2.317
O -0.972 0.267 -3.493
H -0.038 1.752 0.868
H 0.714 1.591 -2.042
H 1.731 0.685 -0.270
H 0.774 -0.948 1.104
H 0.427 -1.737 -0.444
H -1.691 -1.652 0.934
H -1.566 0.103 0.631
*
```

Computed properties:
LUMO level   0.384 eV
Orbital gap   0.35290 hartree
Energy relative to the best compared isomer or geometry (same formula, charge and spin)   28.2 kcal/mol
DFT total energy   -873.3201 Eh
SMILES   O=C(O)[C@H]1NCCSC1=O

---

[6]
ORCA calculation (ωB97M-V/def2-TZVPD) on the ion C5H7NO4P with charge -1 at a distorted geometry.

ORCA input file:
```
! wB97M-V def2-TZVPD RIJCOSX def2/J DEFGRID3
* xyz -1 1
N 0.547 -1.603 1.693
C 0.814 -0.971 0.460
C -0.513 -0.366 -0.180
C -1.004 -0.315 -1.447
C -2.162 0.520 -1.389
C -2.252 1.016 -0.077
O -1.310 0.357 0.657
P 2.180 0.233 0.533
O 3.333 -0.188 -0.322
O 2.348 0.641 1.939
O 1.526 1.649 -0.155
H 0.635 -0.778 2.355
H -0.451 -1.912 1.602
H 1.082 -1.746 -0.311
H -0.759 -0.677 -2.396
H -2.775 0.889 -2.336
H -2.672 1.828 0.465
H 1.431 1.424 -1.089
*
```

Computed properties:
LUMO level   3.461 eV
Orbital gap   0.31690 hartree
Energy relative to the best compared isomer or geometry (same formula, charge and spin)   0.0 kcal/mol
DFT total energy   -891.9126 Eh
SMILES   N[C@@H](c1ccco1)[P@](=O)([O-])O

---

[7]
ORCA calculation (ωB97M-V/def2-TZVPD) on a cluster of 2 separate species, C5H7NO4S2 in total at a distorted geometry.

ORCA input file:
```
! wB97M-V def2-TZVPD RIJCOSX def2/J DEFGRID3
* xyz 0 1
C -0.367 1.282 -1.483
C -0.258 1.663 -0.213
S 1.020 2.658 0.417
S -1.107 0.824 1.169
N 0.196 0.402 2.074
O -2.103 1.559 1.877
O -1.671 -0.324 0.458
H 0.139 1.831 -2.342
H -1.070 0.572 -1.928
H 1.596 2.677 -0.728
H 0.941 -0.113 1.583
H 0.483 0.815 2.964
O -1.085 -2.698 1.351
C -0.594 -2.531 0.331
C -0.018 -2.239 -0.807
C 1.114 -1.394 -0.979
O 1.847 -0.927 -0.090
H -0.326 -2.959 -1.616
H 1.265 -1.096 -2.039
*
```

Computed properties:
LUMO level   0.232 eV
Orbital gap   0.34524 hartree
Energy relative to the best compared isomer or geometry (same formula, charge and spin)   19.5 kcal/mol
DFT total energy   -1346.7010 Eh
SMILES   C=C(S)S(N)(=O)=O.O=C=CC=O

---

[8]
ORCA calculation (ωB97M-V/def2-TZVPD) on an isolated molecule of C5H7NOS at a distorted geometry.

ORCA input file:
```
! wB97M-V def2-TZVPD RIJCOSX def2/J DEFGRID3
* xyz 0 1
C -2.947 -0.308 -0.494
C -1.800 -0.129 0.476
C -0.573 0.553 0.117
N -0.153 1.861 0.222
C 1.132 1.909 -0.103
O 1.777 0.661 -0.262
C 0.666 -0.149 -0.011
S 1.132 -1.766 -0.073
H -3.765 -1.053 0.105
H -2.425 -0.766 -1.329
H -3.306 0.781 -0.742
H -1.502 -1.182 0.762
H -1.665 0.375 1.508
H 1.722 2.716 -0.010
H 0.818 -2.188 1.512
*
```

Computed properties:
LUMO level   -0.003 eV
Orbital gap   0.31323 hartree
Energy relative to the best compared isomer or geometry (same formula, charge and spin)   93.4 kcal/mol
DFT total energy   -722.7692 Eh
SMILES   CCc1ncoc1S

---

[9]
ORCA calculation (ωB97M-V/def2-TZVPD) on an isolated molecule of C5H7NOS at a distorted geometry.

ORCA input file:
```
! wB97M-V def2-TZVPD RIJCOSX def2/J DEFGRID3
* xyz 0 1
C -1.285 0.311 0.190
C 0.348 0.896 -1.724
C -0.219 -0.415 -0.150
C -1.579 1.539 -0.677
C 1.920 -1.270 1.113
N -0.640 1.612 -1.711
O -0.346 -2.573 1.390
S 0.372 -1.964 0.268
H -1.881 0.154 1.074
H 1.101 0.695 -2.512
H -2.584 1.715 -0.983
H -1.612 2.521 -0.040
H 2.158 -1.939 1.934
H 1.625 -0.266 1.537
H 2.622 -1.015 0.289
*
```

Computed properties:
LUMO level   0.510 eV
Orbital gap   0.34226 hartree
Energy relative to the best compared isomer or geometry (same formula, charge and spin)   117.2 kcal/mol
DFT total energy   -722.7312 Eh

---

[10]
ORCA calculation (ωB97M-V/def2-TZVPD) on an isolated molecule of C5H7NOS at a distorted geometry.

ORCA input file:
```
! wB97M-V def2-TZVPD RIJCOSX def2/J DEFGRID3
* xyz 0 1
C -0.169 2.590 0.097
C -0.070 1.291 0.436
C -0.901 0.118 0.077
S -2.477 0.403 -0.465
N -0.507 -1.152 0.368
O -1.404 -2.138 0.321
C 0.749 -1.628 0.131
C 1.649 -1.061 -0.688
H 0.512 3.357 0.481
H -1.105 2.852 -0.423
H 0.768 0.969 0.964
H -2.184 -1.505 0.072
H 0.882 -2.537 0.645
H 2.732 -1.372 -0.771
H 1.525 -0.189 -1.244
*
```

Computed properties:
LUMO level   -0.630 eV
Orbital gap   0.29553 hartree
Energy relative to the best compared isomer or geometry (same formula, charge and spin)   92.8 kcal/mol
DFT total energy   -722.7701 Eh
SMILES   C=CC(=S)N(O)C=C

---

[11]
ORCA calculation (ωB97M-V/def2-TZVPD) on an isolated molecule of C5H7NS at a distorted geometry.

ORCA input file:
```
! wB97M-V def2-TZVPD RIJCOSX def2/J DEFGRID3
* xyz 0 1
S 3.208 -0.144 0.066
C 1.671 0.403 0.234
C 0.463 -0.040 -0.663
C -0.710 0.147 0.072
N -1.929 -0.369 -0.424
C -2.880 -0.665 0.566
C -2.964 0.701 -0.168
H 1.378 1.395 0.752
H 0.610 -0.926 -1.324
H -0.732 0.921 0.894
H -3.716 -1.326 0.398
H -2.117 -0.780 1.600
H -3.909 0.561 -0.879
H -2.826 1.765 0.228
*
```

Computed properties:
LUMO level   -0.470 eV
Orbital gap   0.29833 hartree
Energy relative to the best compared isomer or geometry (same formula, charge and spin)   109.8 kcal/mol
DFT total energy   -647.4820 Eh
SMILES   S=C/C=C/N1CC1

---

[12]
ORCA calculation (ωB97M-V/def2-TZVPD) on an isolated molecule of C5H7NS at a distorted geometry.

ORCA input file:
```
! wB97M-V def2-TZVPD RIJCOSX def2/J DEFGRID3
* xyz 0 1
C 2.848 0.029 -0.169
C 1.655 0.027 0.327
C 0.080 -0.131 -0.698
N -0.545 1.067 -0.368
C -1.738 0.861 0.064
C -2.250 -0.440 0.344
S -0.957 -1.509 -0.124
H 3.744 -0.037 0.570
H 3.087 0.100 -1.219
H 1.365 -0.024 1.265
H 0.362 -0.171 -1.769
H -2.282 1.665 0.527
H -2.178 -0.637 1.391
H -3.192 -0.801 -0.141
*
```

Computed properties:
LUMO level   0.814 eV
Orbital gap   0.33972 hartree
Energy relative to the best compared isomer or geometry (same formula, charge and spin)   71.6 kcal/mol
DFT total energy   -647.5429 Eh
SMILES   C=C[C@@H]1N=CCS1

---

[13]
ORCA calculation (ωB97M-V/def2-TZVPD) on an isolated molecule of C5H7NS2 at a distorted geometry.

ORCA input file:
```
! wB97M-V def2-TZVPD RIJCOSX def2/J DEFGRID3
* xyz 0 1
S 0.727 -2.667 -1.100
C 0.222 -1.142 -0.699
N -0.656 -0.391 -1.435
C -1.215 0.854 -1.043
C -0.815 1.478 0.061
C 0.445 1.021 0.733
C 0.427 -0.513 0.695
S 1.924 -1.085 1.657
H -1.023 -0.811 -2.283
H -1.907 1.240 -1.714
H -1.248 2.419 0.330
H 1.336 1.434 0.299
H 0.425 1.329 1.809
H -0.470 -0.779 1.223
H 1.829 -2.387 1.468
*
```

Computed properties:
LUMO level   0.157 eV
Orbital gap   0.32253 hartree
Energy relative to the best compared isomer or geometry (same formula, charge and spin)   8.8 kcal/mol
DFT total energy   -1045.8301 Eh
SMILES   S=C1NC=CC[C@@H]1S

---

[14]
ORCA calculation (ωB97M-V/def2-TZVPD) on an isolated molecule of C5H7NS2 at a distorted geometry.

ORCA input file:
```
! wB97M-V def2-TZVPD RIJCOSX def2/J DEFGRID3
* xyz 0 1
C 1.675 0.958 0.184
C 0.219 0.683 0.055
N -0.661 1.715 0.262
S -2.183 1.386 -0.208
C -1.958 -0.362 -0.233
S -3.153 -1.414 -0.431
C -0.426 -0.533 -0.126
C 0.126 -1.832 -0.076
H 2.004 1.348 -0.720
H 2.356 0.067 0.498
H 1.628 1.827 0.961
H -0.342 2.699 0.187
H 1.101 -1.690 -0.477
H -0.467 -2.519 -0.791
H 0.081 -2.334 0.915
*
```

Computed properties:
LUMO level   0.248 eV
Orbital gap   0.29383 hartree
Energy relative to the best compared isomer or geometry (same formula, charge and spin)   24.8 kcal/mol
DFT total energy   -1045.8045 Eh
SMILES   Cc1[nH]sc(=S)c1C

---

[15]
ORCA calculation (ωB97M-V/def2-TZVPD) on a structure of composition C5H7NaO4 at a distorted geometry.

ORCA input file:
```
! wB97M-V def2-TZVPD RIJCOSX def2/J DEFGRID3
* xyz -1 2
H -4.456 0.613 -0.483
O -2.937 1.311 0.653
C -3.446 0.437 -0.056
C -2.832 -0.898 -0.321
C -1.829 -1.379 0.716
C -1.346 -2.819 0.431
O -2.295 -3.766 0.468
H -2.372 -0.856 -1.325
H -3.667 -1.613 -0.417
H -2.284 -1.354 1.719
H -0.972 -0.678 0.747
H -0.517 -3.015 1.185
H -0.830 -2.775 -0.585
O -0.441 3.816 0.606
C -0.779 2.915 -0.179
O -0.221 2.580 -1.236
Na 1.244 4.436 -0.922
*
```

Computed properties:
LUMO level (alpha / beta)   0.794 / 0.554 eV
Orbital gap (alpha / beta)   0.10395 / 0.09508 hartree
Energy relative to the best compared isomer or geometry (same formula, charge and spin)   0.0 kcal/mol
DFT total energy   -657.9337 Eh

---

[16]
ORCA calculation (ωB97M-V/def2-TZVPD) on the ion C5H7O3PS2 with charge -2 at a distorted geometry.

ORCA input file:
```
! wB97M-V def2-TZVPD RIJCOSX def2/J DEFGRID3
* xyz -2 1
C -0.713 2.428 0.818
C -1.579 1.756 -0.270
O -2.061 2.411 -1.183
P -1.777 -0.132 -0.070
O -1.716 -0.750 -1.460
O -3.068 -0.176 0.656
S -0.238 -0.988 1.190
C 1.072 -1.132 0.034
C 0.982 -2.557 -0.608
C 2.162 -0.400 -0.018
S 2.727 1.094 0.570
H -0.667 1.794 1.683
H -1.188 3.417 1.174
H 0.254 2.696 0.476
H 1.234 -2.620 -1.674
H -0.094 -2.767 -0.459
H 1.734 -3.233 -0.070
H 2.937 -0.841 -0.786
*
```

Computed properties:
LUMO level   5.750 eV
Orbital gap   0.21267 hartree
Energy relative to the best compared isomer or geometry (same formula, charge and spin)   0.0 kcal/mol
DFT total energy   -1558.2274 Eh
SMILES   CC(=O)[P@](=O)([O-])S/C(C)=C\[S-]